C50H65P3PbSi as an isolated structure. Source: OMol25; level of theory: wB97M-V/def2-TZVPD.

```
120
Properties=species:S:1:pos:R:3
Pb 0.56984 0.34298 -0.23629
C 1.73079 -1.15958 5.03655
C 1.83012 -0.70187 3.57722
C 2.56444 0.64894 3.53006
P 0.26959 -0.59873 2.58128
C -1.15056 -0.12937 3.70522
C -0.81987 1.07782 4.60223
C -1.73676 -1.28603 4.51458
C -0.17233 -2.30972 2.06629
C 0.23609 -3.41252 2.81171
C -0.18849 -4.69657 2.49156
C -1.00936 -4.90675 1.39607
C -1.38095 -3.82765 0.60582
C -0.98032 -2.52561 0.92442
Si -1.53058 -1.15458 -0.19481
C -2.01622 -1.65189 -1.91903
C -3.29986 -2.21804 -1.97460
C -3.79466 -2.78765 -3.13743
C -2.99791 -2.81709 -4.26976
C -1.73531 -2.24305 -4.24324
C -1.22970 -1.63176 -3.09384
P 0.42861 -0.84849 -3.15611
C 0.49272 0.31118 -4.60405
C -0.24322 1.60175 -4.29341
C 0.08978 -0.19368 -5.98757
C 1.54420 -2.19948 -3.77006
C 1.24088 -3.55941 -3.14262
C 3.00648 -1.78460 -3.57553
C -2.75421 -0.08297 0.71610
C -3.76665 -0.78218 1.38217
C -4.67571 -0.13016 2.20445
C -4.56084 1.23729 2.40064
C -3.56042 1.95075 1.75512
C -2.66614 1.30907 0.90235
P -1.44911 2.26080 -0.03777
C -2.29609 2.54420 -1.66053
C -3.82346 2.54903 -1.59436
C -1.75101 3.81128 -2.33261
C -1.10154 3.89114 0.72106
C -0.36623 3.68701 2.04973
C -2.26305 4.89192 0.85701
H 2.74185 -1.20608 5.44757
H 1.28301 -2.14146 5.16953
H 1.17244 -0.44997 5.64132
H 2.41800 -1.43597 3.01449
H 2.11301 1.35888 4.22532
H 2.56979 1.09707 2.53659
H 3.60404 0.51128 3.83692
H -1.91240 0.19423 3.00132
H -0.45164 0.75980 5.57611
H -1.72982 1.65631 4.78078
H -0.08122 1.75179 4.16638
H -0.99375 -1.75910 5.15897
H -2.17768 -2.05404 3.87841
H -2.52853 -0.89040 5.15736
H 0.89643 -3.28157 3.65562
H 0.12877 -5.53337 3.10164
H -1.34533 -5.90547 1.14593
H -1.98572 -4.00557 -0.27886
H -3.93193 -2.21544 -1.09026
H -4.78842 -3.21688 -3.15290
H -3.35829 -3.28541 -5.17715
H -1.12626 -2.29045 -5.13547
H 1.56366 0.54090 -4.62368
H -1.32500 1.44463 -4.32508
H 0.00023 2.36887 -5.03223
H 0.03256 1.98858 -3.31126
H -0.98597 -0.35740 -6.05754
H 0.60925 -1.10171 -6.29271
H 0.34535 0.57662 -6.71810
H 1.35594 -2.26980 -4.84173
H 1.28569 -3.52516 -2.04912
H 1.98353 -4.28688 -3.47719
H 0.25837 -3.93206 -3.42731
H 3.29996 -1.85059 -2.52893
H 3.20270 -0.76665 -3.91629
H 3.65877 -2.44950 -4.14351
H -3.83112 -1.86337 1.28568
H -5.45558 -0.69140 2.70364
H -5.25148 1.75421 3.05515
H -3.48902 3.01502 1.92345
H -1.99782 1.67629 -2.25064
H -4.21391 3.30455 -0.91099
H -4.22503 1.58137 -1.29431
H -4.20794 2.77656 -2.59159
H -2.17707 4.70821 -1.87989
H -2.02642 3.81311 -3.38801
H -0.66280 3.89194 -2.28026
H -0.38513 4.29756 0.00476
H -1.03842 3.26491 2.79929
H -0.00648 4.64710 2.42404
H 0.49970 3.02547 1.94830
H -2.66192 4.88589 1.87159
H -3.08608 4.71430 0.16812
H -1.89097 5.89943 0.66863
C 3.18502 -4.22537 1.36015
C 2.20693 -3.67127 0.54458
C 2.28274 -2.33762 0.17592
C 3.34303 -1.53907 0.59983
C 4.33134 -2.11425 1.40429
C 4.24832 -3.43992 1.79469
C 3.52783 -0.13255 0.22869
C 2.70603 0.83608 -0.13325
C 3.08255 2.26156 -0.40570
C 4.42288 2.66491 -0.30242
C 4.80045 3.97731 -0.52270
C 3.86053 4.93791 -0.87195
C 2.53695 4.56241 -0.99834
C 2.16422 3.24552 -0.76281
H 3.12767 -5.26896 1.64057
H 1.38762 -4.28591 0.18883
H 1.53776 -1.94017 -0.50762
H 5.17242 -1.50923 1.72718
H 5.02070 -3.86724 2.42030
H 4.56298 0.18455 0.32940
H 5.19389 1.94978 -0.05382
H 5.84192 4.25277 -0.42070
H 4.16160 5.96127 -1.05145
H 1.79251 5.29634 -1.28639
H 1.12520 2.98632 -0.87732
```

Its charge is +2. The calculation puts the energy at -93884.4607 eV. The frontier orbital gap comes out at 7.5 eV. The LUMO energy is -5.4 eV. The calculation puts the molar mass at 994.28 g/mol.


C25H30Cl2N2ReSi2 as an isolated structure. Source: OMol25; level of theory: wB97M-V/def2-TZVPD.

```
62
Properties=species:S:1:pos:R:3
Re 0.25370 -0.16018 -0.36250
C -2.81621 1.65377 1.06685
Si -1.56848 0.21304 1.39696
C -1.00612 0.54970 3.22416
C -2.70093 -1.31741 1.61064
C -3.80271 -1.30686 2.45356
C -4.57014 -2.44379 2.62731
C -4.23312 -3.60885 1.96036
C -3.13825 -3.62291 1.11706
C -2.36809 -2.48317 0.93035
Si -0.85149 -2.42937 -0.23003
C 0.30977 -3.75427 0.57018
C -1.62174 -3.10916 -1.86877
H -3.68398 1.52117 1.70683
H -3.16980 1.67830 0.04116
H -2.38050 2.62021 1.29833
H -1.78310 0.19639 3.89561
H -0.87141 1.61208 3.39980
H -0.08870 0.03309 3.48848
H -4.07278 -0.40628 2.98593
H -5.42934 -2.43137 3.28267
H -4.82865 -4.49908 2.10460
H -2.87927 -4.53539 0.60033
H -0.21612 -4.69924 0.66492
H 0.59635 -3.44141 1.57063
H 1.21369 -3.92843 -0.00210
H -2.18416 -4.01703 -1.67353
H -0.88555 -3.33401 -2.63108
H -2.31511 -2.38246 -2.28175
Cl 2.88299 0.96166 0.02833
C 1.70269 1.10254 -1.30935
H 2.27026 0.90372 -2.22059
H 1.41850 2.15967 -1.35616
N 1.11759 3.94442 1.75985
C 0.96501 2.59900 1.72194
N 0.21579 2.20084 0.73663
C -0.15878 3.33495 0.05750
C -0.91846 3.48419 -1.09859
C -1.09366 4.76403 -1.57477
C -0.52280 5.86758 -0.93820
C 0.24000 5.73620 0.20280
C 0.41432 4.45447 0.69465
H 1.65331 4.46245 2.43546
H 1.43365 1.94381 2.43123
H -1.31946 2.61359 -1.59765
H -1.67290 4.92868 -2.46851
H -0.67141 6.84658 -1.36560
H 0.69827 6.58304 0.68745
Cl 7.30480 -1.36993 -2.14578
C 5.57250 -1.43901 -2.10376
C 4.91604 -1.76780 -0.92743
C 3.53332 -1.78942 -0.90634
C 2.78408 -1.45988 -2.03817
C 1.29422 -1.44947 -1.99811
C 3.47694 -1.15714 -3.21036
C 4.85828 -1.15640 -3.25432
H 5.49081 -1.97483 -0.03921
H 3.00038 -2.04157 0.00546
H 1.00571 -2.49529 -1.90884
H 0.90294 -1.10504 -2.96386
H 2.92106 -0.93369 -4.11080
H 5.37624 -0.91904 -4.17184
```

Its charge is 0. The calculation puts the energy at -72319.6903 eV. The frontier orbital gap (alpha / beta) comes out at 6.7 / 7.0 eV. The LUMO energy (alpha / beta) is -1.4 / -1.0 eV. The calculation puts the molar mass at 671.81 g/mol. Its energy above the lowest of the compared OMol25 structures with the same formula, charge and spin is 306.0 kJ/mol. The expectation value of S² is 0.76. The spin multiplicity is 2.


H2N2O3 in the gas phase. Source: OMol25; level of theory: wB97M-V/def2-TZVPD.

```
7
Properties=species:S:1:pos:R:3
O -1.58771 -0.88396 -0.67909
N -0.51197 -0.28353 -0.77128
O 0.02897 0.26436 -1.73874
N -0.00799 -0.03521 0.50314
O 1.30169 0.39284 0.83361
H -0.54352 -0.75332 1.25536
H 1.32052 1.29881 0.59699
```

Its SMILES is O=[N+]([O-])NO. Its charge is 0. The calculation puts the energy at -9149.2726 eV. The frontier orbital gap comes out at 11.0 eV. The LUMO energy is 0.2 eV. The calculation puts the molar mass at 78.03 g/mol. Its energy above the lowest of the compared OMol25 structures with the same formula, charge and spin is 93.2 kJ/mol.


A 40-piece molecular cluster, H80O40 overall. Source: OMol25; level of theory: wB97M-V/def2-TZVPD.

```
120
Properties=species:S:1:pos:R:3
H 1.01040 -1.64387 -4.07464
H 0.38021 -0.78887 -3.09037
O 0.84901 -0.70005 -3.93384
H 4.55629 -2.11411 1.43322
H 4.27497 -1.33162 2.48983
O 4.70152 -1.20972 1.65391
H -1.97797 4.75387 2.90751
H -2.04164 3.69647 3.99642
O -1.68098 3.91300 3.13897
H -0.37499 -2.27737 0.67269
H 0.60896 -3.22569 0.40453
O -0.05128 -2.71494 -0.14123
H -4.60489 -2.19580 2.42275
H -5.92417 -2.68022 1.97434
O -5.41276 -1.86455 2.10624
H -2.35450 -2.52239 -0.44341
O -2.81015 -1.81943 -1.02877
H -2.55510 1.92716 -4.26153
O -1.86935 2.68947 -4.27022
H -3.34443 -4.43405 1.77424
H -1.72428 -4.15385 1.28496
O -2.41714 -4.65168 1.72091
H 4.68223 -3.08000 -0.67400
H 5.47447 -3.70486 0.66400
O 4.75872 -3.29985 0.21192
H -1.19013 -0.94093 1.10730
H -1.09755 0.57821 1.30177
O -0.67244 -0.20124 0.81934
H 3.75946 2.37499 -2.82320
H 4.24046 2.44328 -4.30386
O 4.51308 2.74317 -3.43396
H -5.64770 2.44038 2.08025
O -4.77054 2.53450 2.26193
H -5.35386 2.11307 -1.73403
H -4.80135 1.33032 -2.96011
O -5.22829 2.16383 -2.71396
H 5.40373 2.57809 2.57314
H 5.74082 2.79094 1.03607
O 5.49576 3.23389 1.90666
H 2.42527 -4.03797 -1.60981
H 3.30346 -4.88754 -2.45495
O 3.14784 -4.66036 -1.53739
H 3.48039 2.52226 1.95690
H 4.16491 3.69037 1.28454
O 3.19431 3.27425 1.37882
H -4.29717 4.00983 -0.90611
H -3.64167 5.17357 -0.09674
O -4.35254 4.56750 -0.08815
H -2.91562 -0.84527 -3.32211
H -4.45272 -1.07832 -3.84901
O -3.84676 -0.38939 -3.53082
H -1.68817 -6.23251 -2.41238
O -1.74092 -6.00232 -1.49098
H 3.46939 0.66283 -0.17121
H 4.08158 -0.24856 -0.78039
O 3.51128 0.51616 -1.13333
H 1.82528 -1.80533 -1.37684
O 2.65396 -1.81750 -1.88788
H 3.41097 0.27230 2.91806
H 2.55075 1.60743 3.25674
O 3.18624 0.99249 3.53929
H -4.16288 -1.09990 -0.14950
H -5.33177 -0.54120 0.81002
O -5.10060 -0.77989 -0.04821
H 5.37108 0.60644 -1.09525
H 5.91171 1.99239 -1.49446
O 5.58491 1.47887 -0.68394
H -0.52950 -3.71168 -2.20207
H 0.05906 -2.38287 -1.97416
O 0.22196 -3.22584 -2.54809
H -0.06966 3.09643 0.32904
H -0.44874 2.02445 -0.64925
O -0.45437 2.25443 0.29985
H -1.76729 0.74953 -2.61770
H -0.91008 2.03683 -2.79816
O -0.93007 1.14888 -2.40845
H -0.13298 1.65605 5.39402
H 1.37530 1.90112 5.40080
O 0.70349 1.29742 5.78804
H -3.68235 0.46983 -1.09061
H -2.68505 1.36952 -0.16928
O -3.53696 1.38669 -0.79129
H 1.31326 -2.93935 2.49283
H 0.59700 -1.77125 2.53282
O 0.50781 -2.64593 2.94757
H 3.12672 4.58765 -1.43736
H 4.05684 4.85578 -2.54815
O 3.14488 5.04132 -2.24546
H -3.54289 0.74838 1.85262
O -3.30446 0.70462 2.80251
H -1.48200 1.32172 2.87108
H -0.32230 2.26982 2.66474
O -0.70641 1.58600 3.30396
H -2.70799 -6.12428 -1.73515
H -3.09171 -2.35693 -1.80253
H 2.85955 -0.83425 -1.91283
H -1.20432 2.14824 -4.85742
H -4.36150 3.11449 1.64009
H -3.63860 1.63621 2.93228
O 2.14016 -4.07598 1.02614
H 3.00792 -3.99073 0.51657
H 2.26157 -4.94019 1.37347
O 0.97550 4.39138 1.09967
H 0.77411 4.73203 1.96677
H 1.88014 4.11573 0.97608
O -4.17682 -1.68961 4.26151
H -4.35447 -0.74401 4.07157
H -5.07957 -2.04574 4.15657
O 4.37571 -1.91783 -3.60194
H 4.33968 -0.99815 -3.23402
H 3.48946 -2.02771 -3.45335
O 1.79590 0.86222 1.48457
H 1.38187 1.74384 1.14201
H 1.13226 0.17544 1.39138
O 0.66364 0.63809 -6.11777
H 0.76086 0.14119 -5.29525
H 1.00321 -0.03074 -6.73656
O -2.48544 -1.92200 2.36569
H -1.96872 -2.36727 3.13713
H -2.66071 -1.15314 2.92473
```

Its charge is 0. The calculation puts the energy at -83193.7330 eV. The frontier orbital gap comes out at 9.4 eV. The LUMO energy is -0.7 eV. The calculation puts the molar mass at 720.60 g/mol. Its energy above the lowest of the compared OMol25 structures with the same formula, charge and spin is 1165.8 kJ/mol.


C2H4F2S2 in the gas phase. Source: OMol25; level of theory: wB97M-V/def2-TZVPD.

```
10
Properties=species:S:1:pos:R:3
C 0.10737 -1.44473 0.47464
C -0.19085 2.21339 -1.68179
F 0.19660 2.50806 -0.45550
F 0.83403 2.29378 -2.51910
S 0.22972 -0.97448 -1.28651
S -1.11336 0.42966 -1.72542
H -0.41326 -2.30955 0.77818
H -0.11021 -0.71923 1.24007
H 1.16136 -1.71201 0.77856
H -0.89868 3.01192 -1.99011
```

Its charge is 0. The calculation puts the energy at -29239.2178 eV. The frontier orbital gap (alpha / beta) comes out at 5.6 / 6.3 eV. The LUMO energy (alpha / beta) is 0.7 / -3.1 eV. The calculation puts the molar mass at 130.18 g/mol. Its energy above the lowest of the compared OMol25 structures with the same formula, charge and spin is 145.0 kJ/mol. The expectation value of S² is 2.01. The spin multiplicity is 3.


C4H6ClF2N3 as an isolated structure. Source: OMol25; level of theory: wB97M-V/def2-TZVPD.

```
16
Properties=species:S:1:pos:R:3
C -1.17055 -0.62354 1.14513
C 0.09238 -0.71626 1.50415
C -1.71987 -0.12289 -0.15975
C 1.09527 0.54189 -0.28631
N 1.27348 -0.44335 0.69651
N -0.61481 -0.05833 -1.08287
N 2.01221 0.64742 -1.29073
F -2.54424 1.00490 -0.15888
F -2.74218 -1.02102 -0.68826
Cl 0.67440 2.09681 0.43042
H -1.90339 -1.11479 1.71670
H 0.24643 -1.22796 2.51246
H 2.12893 -0.52652 1.22991
H -0.77235 0.46073 -1.96870
H 1.86175 1.44549 -1.93969
H 2.08256 -0.34256 -1.66008
```

Its charge is 0. The calculation puts the energy at -26671.0456 eV. The frontier orbital gap comes out at 9.7 eV. The LUMO energy is 0.5 eV. The calculation puts the molar mass at 169.56 g/mol. Its energy above the lowest of the compared OMol25 structures with the same formula, charge and spin is 156.9 kJ/mol.


| no. | maximum force (eV/A) |
| --- | --- |
| 1 | 1.5 |
| 2 | 3.7 |
| 3 | 4.5 |
| 4 | 4.3 |
| 5 | 4.5 |
| 6 | 3.3 |